Arrangement A

This record from the Open Molecules 2025 dataset describes a single C2H4N2OS2 molecule. The level of theory is ωB97M-V/def2-TZVPD.

Element x y z (Å)
1 C 1.63337 1.09316 -0.03279
2 C -0.54945 0.22501 0.55373
3 N 0.39679 1.21184 0.38478
4 N -0.41420 -0.95030 -0.25943
5 O 4.11228 0.77795 -0.34673
6 S -1.44336 1.75411 -0.11349
7 S 3.07606 -0.06722 0.21765
8 H 2.15419 1.83101 -0.59045
9 H -0.74123 -0.17640 1.65254
10 H -1.41176 -1.06303 -0.48122
11 H 0.10687 -0.64109 -1.03848

Summary:
Molar mass: 136.2 g/mol
HOMO level (alpha / beta): -8.40 / -7.60 eV
Multiplicity: 1
E_LUMO (alpha / beta): -0.05013 / -0.06408 Eh
Charge: 0

Arrangement B

This record from the Open Molecules 2025 dataset describes a single C2H4N2OS2 molecule. The level of theory is ωB97M-V/def2-TZVPD.

Element x y z (Å)
1 O 2.13610 0.97579 0.10600
2 N 1.91140 0.06118 1.08992
3 C 1.16673 -0.86443 0.65081
4 S 0.46421 -0.91951 -0.87339
5 N -0.18842 0.66017 -0.90142
6 C -1.44173 0.96828 -0.27322
7 S -2.33930 -0.12360 0.55987
8 H 2.87180 1.46003 0.44404
9 H 0.88940 -1.58989 1.50763
10 H 0.56223 1.39046 -0.91004
11 H -1.82172 1.95019 -0.45847

Summary:
Molar mass: 136.2 g/mol
HOMO level: -8.67 eV
Multiplicity: 1
E_LUMO: 0.00807 Eh
Charge: 0

Relative energies, unit kJ/mol: arrangement A 173.8; arrangement B 0.0

Arrangement A

This record from the Open Molecules 2025 dataset describes a single C2H5N3O molecule. The level of theory is ωB97M-V/def2-TZVPD.

Element x y z (Å)
1 N 0.58590 -1.66793 -1.17254
2 N 1.11854 -1.27592 -0.04330
3 C 0.76226 -0.09573 0.39393
4 C -0.36220 0.69203 -0.04780
5 N -0.70371 1.68231 0.84249
6 O -1.07745 0.21915 -0.98113
7 H -0.02257 -1.09230 -1.74912
8 H 0.54871 -2.63873 -1.33546
9 H 1.13742 -0.09871 1.44910
10 H -1.56611 2.38418 0.89002
11 H -0.42079 1.89164 1.75381

Summary:
Molar mass: 87.1 g/mol
HOMO level: -8.74 eV
Multiplicity: 1
E_LUMO: 0.02850 Eh
Charge: 0

Arrangement B

This record from the Open Molecules 2025 dataset describes a single C2H5N3O molecule. The level of theory is ωB97M-V/def2-TZVPD.

Element x y z (Å)
1 H -3.08616 -0.20949 -0.20499
2 N -2.07386 0.21894 -0.06359
3 C -1.03511 -0.61357 0.01175
4 N 0.04785 0.31549 -0.03229
5 O -0.23594 1.67821 -0.01176
6 C 1.35225 -0.20324 -0.03303
7 N 2.38248 0.44050 -0.10315
8 H 3.23794 -0.20182 0.14507
9 H -0.73792 -1.58137 -0.05833
10 H -1.30202 1.46974 0.21402
11 H 1.45048 -1.31340 0.13630

Summary:
Molar mass: 87.1 g/mol
HOMO level: -8.68 eV
Multiplicity: 1
E_LUMO: 0.02271 Eh
Charge: 0

Arrangement C

This record from the Open Molecules 2025 dataset describes a single C2H5N3O molecule. The level of theory is ωB97M-V/def2-TZVPD.

Element x y z (Å)
1 H 0.25614 -1.94423 -1.34934
2 N 0.09290 -0.87760 -1.70712
3 C 0.17108 0.16160 -1.04048
4 N 0.46633 1.36060 -1.59655
5 O -0.13905 0.26543 0.42860
6 N -0.20189 -1.02944 1.03577
7 C -0.40606 -0.65931 2.17454
8 H -0.12382 2.27779 -1.24406
9 H 0.79046 1.50633 -2.54957
10 H -0.13712 -1.44820 3.07709
11 H -0.76897 0.38703 2.77112

Summary:
Molar mass: 87.1 g/mol
HOMO level: -9.34 eV
Multiplicity: 1
E_LUMO: 0.03423 Eh
Charge: 0

Relative energies, unit kJ/mol: arrangement A 0.0; arrangement B 187.1; arrangement C 241.0

Arrangement A

This record from the Open Molecules 2025 dataset describes a single C2H5N3O molecule. The level of theory is ωB97M-V/def2-TZVPD.

Element x y z (Å)
1 C 0.73450 0.06083 -1.96220
2 N 0.33597 1.06860 -1.32510
3 N -0.17096 0.79149 -0.03135
4 C -0.34155 -0.39864 0.64024
5 N -0.81771 -0.24571 1.93888
6 O -0.18952 -1.49514 0.10651
7 H 0.64364 -0.94371 -1.55650
8 H 1.22278 0.34572 -2.91385
9 H -0.61686 1.60825 0.30520
10 H -0.83100 -1.15179 2.34536
11 H 0.03072 0.36010 2.45280

Summary:
Molar mass: 87.1 g/mol
HOMO level: -9.69 eV
Multiplicity: 1
E_LUMO: 0.02724 Eh
Charge: 0

Arrangement B

This record from the Open Molecules 2025 dataset describes C2H5N3O as an isolated structure. The level of theory is ωB97M-V/def2-TZVPD.

Element x y z (Å)
1 N -0.45648 1.82474 0.82236
2 C -1.07616 -1.22068 -0.20944
3 N -0.38620 -0.18868 -0.50535
4 H 0.13823 2.65364 0.84926
5 H -0.75350 1.78567 -0.15787
6 H -0.67325 -2.07223 0.35669
7 H -2.11219 -1.28611 -0.55906
8 N 1.86299 -0.86331 -0.36816
9 C 0.92166 -0.07189 -0.00145
10 O 1.04843 0.95773 0.82570
11 H 1.48647 -1.51889 -1.05268

Summary:
Molar mass: 87.1 g/mol
HOMO level: -9.71 eV
Multiplicity: 1
E_LUMO: -0.00280 Eh
Charge: 0

Relative energies, unit kJ/mol: arrangement A 0.0; arrangement B 242.1

Arrangement A

This record from the Open Molecules 2025 dataset describes C9H16N as an isolated structure. The level of theory is ωB97M-V/def2-TZVPD.

Element x y z (Å)
1 C 1.21767 0.20311 0.93805
2 C -0.10579 0.08320 1.20430
3 C 1.21565 0.19262 -0.52950
4 C 2.07306 0.03738 -1.51639
5 C -0.66539 0.14729 -0.23076
6 C 2.49533 0.49265 1.65366
7 C -0.99601 0.07681 2.36191
8 C -1.49590 1.32756 -0.77008
9 C -1.13339 -1.31508 -2.13056
10 N -1.26229 -1.05750 -0.65518
11 H 1.70932 -0.07544 -2.52960
12 H 3.16313 0.15253 -1.28829
13 H 2.82409 1.50206 1.41957
14 H 3.37911 -0.09854 1.53998
15 H 2.35889 0.47413 2.68117
16 H -2.03667 0.37262 2.03069
17 H -0.62746 0.78748 3.19857
18 H -0.97731 -0.93081 2.83527
19 H -1.69042 1.27244 -1.79301
20 H -0.78332 2.15798 -0.61394
21 H -2.35262 1.25298 -0.24801
22 H -1.64414 -2.20635 -2.31515
23 H -1.49045 -0.34506 -2.60156
24 H -0.05459 -1.50190 -2.23610
25 H -0.91707 -1.94241 -0.03380
26 H -2.20346 -1.05977 -0.37122

Summary:
Molar mass: 138.2 g/mol
HOMO level: -12.45 eV
Multiplicity: 1
E_LUMO: -0.11880 Eh
Charge: +1

Arrangement B

This record from the Open Molecules 2025 dataset describes a 2-piece molecular cluster, C9H16N overall. The level of theory is ωB97M-V/def2-TZVPD.

Element x y z (Å)
1 C -2.17033 1.36879 1.22425
2 C -0.81323 -2.57647 0.49712
3 C -2.22286 0.47364 0.26851
4 C -0.08190 -0.29870 0.06014
5 C -2.92006 -0.17170 -0.83908
6 C 2.89281 -0.23915 1.13747
7 C 0.73070 1.35635 -1.52450
8 C 2.36233 -0.13711 -0.24737
9 C 1.07795 0.68228 -0.18877
10 N -0.24315 -1.47378 0.21369
11 H -3.19267 1.75393 1.43072
12 H -1.35339 1.47551 1.91047
13 H -1.04904 -3.16720 -0.40950
14 H -1.06598 -2.97059 1.57238
15 H -3.94611 0.28805 -0.62862
16 H -3.07927 -1.23236 -0.93323
17 H -2.67799 0.42270 -1.74087
18 H 3.64259 -0.92518 1.23573
19 H 2.16146 -0.52590 1.82422
20 H 3.26123 0.74879 1.59954
21 H -0.16352 1.90284 -1.63312
22 H 0.73365 0.57933 -2.28861
23 H 1.65878 2.02541 -1.75208
24 H 3.13120 0.34246 -0.84956
25 H 2.37310 -1.24740 -0.51371
26 H 0.95369 1.54542 0.57476

Summary:
Molar mass: 138.2 g/mol
HOMO level (alpha / beta): -12.81 / -12.82 eV
Multiplicity: 1
E_LUMO (alpha / beta): -0.17047 / -0.17047 Eh
Charge: +1

Relative energies, unit kJ/mol: arrangement A 0.0; arrangement B 185.8